This record from the Open Molecules 2025 dataset describes a single C3H6NOS molecule. The level of theory is ωB97M-V with the def2-TZVPD basis set.

Last column: Löwdin spin population.
Element x y z (Å)
1 O 1.59922 0.93977 -2.30057  0.00
2 C 1.76187 0.66760 -1.13296  0.00
3 N 0.81499 0.12884 -0.33183  0.00
4 C -0.59734 0.12850 -0.69468  0.00
5 C -1.47573 0.17348 0.56401  0.11
6 S -1.01999 -0.93684 1.90310  0.84
7 H 2.70509 0.85759 -0.59633  0.00
8 H 1.03085 -0.07578 0.63218  0.01
9 H -0.78319 1.04748 -1.25442  0.00
10 H -0.80991 -0.72461 -1.33061  0.00
11 H -1.55495 1.21447 0.86243  0.02
12 H -2.49669 -0.15813 0.35699  0.02

Atoms 1-3, force components in eV/Å:
O -0.064 0.146 -0.091
C -0.004 -0.037 0.172
N -0.387 0.282 0.233

Energy relative to the best compared isomer or geometry (same formula, charge and spin) = 8.62 kcal/mol
Spin multiplicity = 2
Frontier orbital gap (spin up / spin down) = 0.3880 / 0.2570 Ha

---

This record from the Open Molecules 2025 dataset describes a molecular structure, C8H18B2F10N2O12S4Zr. The level of theory is ωB97M-V with the def2-TZVPD basis set.

Last column: Löwdin charge in e.
Element x y z (Å)
1 Zr -0.05598 0.77349 -0.94403  1.71
2 N 1.49670 0.54286 -2.28483  -0.39
3 S 2.48892 -0.61524 -2.82058  0.54
4 O 3.92768 -0.48620 -2.46860  -0.24
5 O 2.06593 -1.42841 -3.96830  -0.22
6 F 1.95760 -1.55135 -1.63039  -0.22
7 S 2.20828 1.50971 -3.64572  0.64
8 O 1.77332 1.18997 -5.02150  -0.23
9 O 3.54459 2.01973 -3.50143  -0.21
10 F 1.21502 2.70530 -3.31273  -0.17
11 N -0.40814 -1.15281 -0.39758  -0.42
12 S -0.52145 -2.12144 0.86989  0.52
13 O 0.50837 -3.15922 1.10062  -0.23
14 O -1.86115 -2.30691 1.42370  -0.21
15 F 0.07868 -1.04974 1.90422  -0.18
16 S -1.00707 -2.50855 -1.28219  0.64
17 O -2.47780 -2.61501 -1.30538  -0.23
18 O -0.11641 -3.64638 -1.55667  -0.20
19 F -0.75879 -1.72239 -2.67553  -0.20
20 B 0.30612 2.66878 0.12011  -0.41
21 H -0.60742 2.79688 -0.43960  0.00
22 H 0.23452 1.81484 0.77579  -0.03
23 H 1.09478 2.43370 -0.57774  -0.03
24 H 0.49378 3.59600 0.63904  0.04
25 B -1.55595 1.32162 -2.46061  -0.38
26 H -0.97830 0.46812 -2.78014  -0.03
27 H -2.19516 1.73809 -3.22363  0.04
28 H -2.09563 1.05119 -1.56626  0.00
29 H -0.82871 2.09172 -2.25492  -0.03
30 C 3.29929 -2.20465 3.22901  -0.05
31 C 3.52080 -1.90178 1.79063  -0.18
32 O 3.82269 -0.50305 1.56130  0.08
33 C 3.11458 0.37230 0.88836  -0.27
34 O 2.00935 0.07997 0.37496  -0.02
35 C 3.73333 1.79602 0.96885  -0.47
36 F 5.00762 1.86175 1.41639  0.18
37 F 3.67816 2.31896 -0.26259  0.17
38 F 2.90010 2.52021 1.77801  0.15
39 H 2.89609 -3.21729 3.23878  0.09
40 H 2.60598 -1.46240 3.62458  0.09
41 H 4.17005 -2.17676 3.88407  0.08
42 H 2.63918 -2.20321 1.22496  0.09
43 H 4.27098 -2.55435 1.34400  0.14
44 C -5.28046 -1.62193 0.55566  -0.05
45 C -4.42486 -0.40857 0.27484  -0.19
46 O -4.07966 0.33739 1.44466  0.05
47 C -2.89914 0.99382 1.61883  -0.22
48 O -1.85817 0.75989 0.95776  -0.01
49 C -2.90370 2.03489 2.79476  -0.48
50 F -3.89074 1.76668 3.67640  0.16
51 F -1.75980 1.93972 3.47019  0.19
52 F -3.07524 3.28965 2.27185  0.15
53 H -6.31845 -1.48157 0.25402  0.07
54 H -5.33359 -1.85106 1.61998  0.09
55 H -5.08161 -2.51195 -0.04135  0.08
56 H -5.07764 0.28615 -0.25368  0.13
57 H -3.61154 -0.61701 -0.42025  0.10

Atoms 1-3, force components in eV/Å:
Zr -0.492 2.781 1.106
N 4.393 1.445 -5.506
S 2.029 -8.284 2.704

Energy relative to the best compared isomer or geometry (same formula, charge and spin) = 100.12 kcal/mol
Spin multiplicity = 1
Frontier orbital gap = 0.3225 Ha

---

This record from the Open Molecules 2025 dataset describes a molecular structure, C3H6N2S2. The level of theory is ωB97M-V with the def2-TZVPD basis set.

Last column: Löwdin charge in e.
Element x y z (Å)
1 C 0.45084 -1.82049 0.81275  -0.51
2 C -1.58537 -0.40847 -0.81400  -1.22
3 C -0.79602 0.71885 -0.45755  -0.33
4 H -0.12463 -2.66101 2.00672  0.15
5 H 1.67124 -2.40758 0.17752  0.13
6 H 0.70916 -0.27780 1.01126  0.17
7 H -1.45765 1.72284 0.04331  0.18
8 H 0.78192 2.99369 0.34973  0.26
9 H 2.26335 1.74993 -0.32200  0.05
10 N 0.58635 0.67426 -0.48075  -0.14
11 N 1.30724 1.78838 -0.03891  -0.08
12 S -0.85411 -1.92543 -0.52557  0.74
13 S -2.95231 -0.14718 -1.76251  0.59

Atoms 1-3, force components in eV/Å:
C 1.518 0.287 0.848
C -0.484 0.237 -1.520
C 2.969 4.273 2.339

Energy relative to the best compared isomer or geometry (same formula, charge and spin) = 231.03 kcal/mol
Spin multiplicity = 1
Frontier orbital gap = 0.2713 Ha

---

This record from the Open Molecules 2025 dataset describes 2 unconnected molecules or ions with the total composition C4H11NO2. The level of theory is ωB97M-V with the def2-TZVPD basis set.

Last column: Löwdin charge in e.
Element x y z (Å)
1 C 0.76867 -0.66747 -1.76029  -0.07
2 C -1.54170 -1.47676 -1.11687  -0.08
3 C 1.16380 1.79083 2.17175  -0.15
4 C -0.44844 -0.48528 -1.00760  -0.46
5 N -0.04732 -0.24955 1.80580  0.16
6 O -0.89232 0.81911 -0.86822  -0.06
7 O 0.06360 1.18034 1.63836  -0.30
8 H 0.70668 -0.09330 -2.68984  0.09
9 H 1.71920 -0.32213 -1.29741  0.10
10 H 0.79981 -1.73314 -2.03362  0.08
11 H -1.19257 -2.17299 -1.91062  0.06
12 H -2.65414 -1.12782 -1.28362  0.12
13 H -1.54943 -2.24418 -0.21995  0.11
14 H 1.46595 2.76142 1.73302  0.09
15 H 2.12685 1.12023 2.03400  0.13
16 H 1.07657 2.04447 3.19524  0.06
17 H -0.96892 -0.36069 1.54508  -0.01
18 H -0.59629 1.21692 0.06480  0.12

Atoms 1-3, force components in eV/Å:
C 1.476 -0.614 -0.699
C -1.162 -2.484 0.763
C 4.501 -0.828 -0.407

Energy relative to the best compared isomer or geometry (same formula, charge and spin) = 153.70 kcal/mol
Spin multiplicity = 1
Frontier orbital gap (spin up / spin down) = 0.3772 / 0.2487 Ha

---

This record from the Open Molecules 2025 dataset describes a single C4H8N2O molecule. The level of theory is ωB97M-V with the def2-TZVPD basis set.

Last column: Löwdin charge in e.
Element x y z (Å)
1 C -1.02255 0.41214 0.37497  -0.23
2 C 0.03000 1.06852 -0.52468  -0.20
3 C 1.74273 -0.54590 0.15318  -0.27
4 C -1.15959 -1.04819 0.07557  -0.22
5 H -0.97360 0.62211 1.47824  0.11
6 H -2.08016 0.96840 0.28798  0.14
7 H -0.17229 2.26695 -0.73672  0.17
8 H -0.34547 0.61983 -1.48787  0.12
9 H 2.01045 1.44711 0.25239  0.15
10 H 2.63788 -0.46720 0.85743  0.14
11 H -1.16021 -1.78458 0.94204  0.13
12 H -2.04377 -1.18694 -0.64420  0.14
13 N 1.43903 0.69103 -0.22126  0.00
14 N 1.13888 -1.69840 0.00994  0.07
15 O -0.04133 -1.36487 -0.81702  -0.26

Atoms 1-3, force components in eV/Å:
C -2.648 2.984 2.785
C -1.954 1.805 -1.953
C 1.558 -2.067 2.498

Energy relative to the best compared isomer or geometry (same formula, charge and spin) = 106.03 kcal/mol
Spin multiplicity = 1
Frontier orbital gap = 0.3543 Ha

---

This record from the Open Molecules 2025 dataset describes a molecular structure, C22H25Br3CaCl2F8N2O7. The level of theory is ωB97M-V with the def2-TZVPD basis set.

Last column: Löwdin charge in e.
Element x y z (Å)
1 C -1.98648 -2.19879 3.79346  -0.07
2 C -0.59814 -1.74769 3.37432  -0.32
3 C -0.58468 -0.87839 2.08486  -0.13
4 C 0.85101 -0.86603 1.49126  -0.15
5 C 0.91325 -0.87074 -0.00916  -0.04
6 C 1.01315 0.37770 -0.59692  -0.02
7 C 1.03373 1.62842 0.20656  -0.39
8 O 0.20464 1.92617 0.97530  0.24
9 O 2.08557 2.51725 -0.04308  0.19
10 C 3.32688 2.05323 0.27282  -0.69
11 F 4.12118 3.08214 0.48875  0.22
12 F 3.84738 1.30696 -0.68843  0.15
13 F 3.30276 1.29859 1.40318  0.14
14 C 1.09748 0.48411 -1.94287  0.10
15 C 1.08515 -0.64857 -2.68146  0.08
16 N 0.97941 -1.82548 -2.10240  0.00
17 O 1.02195 -2.89316 -2.97303  -0.04
18 C 2.42645 -3.37743 -2.88886  -0.27
19 C 2.98176 -3.73762 -4.25561  -0.04
20 C 0.88345 -1.99297 -0.78329  0.00
21 C 0.77369 -3.37764 -0.15719  -0.33
22 F -0.19114 -3.38892 0.78404  0.14
23 F 0.46240 -4.33989 -1.01085  0.18
24 C 2.12226 -3.85843 0.58473  -0.51
25 F 2.59342 -4.93999 0.02626  0.23
26 F 3.07354 -2.94033 0.59127  0.12
27 F 1.84494 -4.20383 1.90414  -0.02
28 H -2.32769 -3.01972 3.17341  0.09
29 H -1.91114 -2.61765 4.79745  0.08
30 H -2.70426 -1.38867 3.85610  0.10
31 H -0.09342 -1.21095 4.18979  0.09
32 H -0.00597 -2.68467 3.22710  0.03
33 H -0.91501 0.10642 2.39255  0.13
34 H -1.30346 -1.33003 1.41037  0.13
35 H 1.34049 0.00490 1.90917  0.11
36 H 1.38479 -1.72189 1.90123  -0.04
37 H 1.19100 1.45123 -2.41346  0.17
38 H 1.18484 -0.60800 -3.75135  0.18
39 H 3.04408 -2.59493 -2.35941  -0.12
40 H 2.48189 -4.26917 -2.26901  0.10
41 H 2.18259 -3.92569 -4.96755  0.08
42 H 3.61275 -4.61209 -4.14335  0.08
43 H 3.62763 -2.92621 -4.58309  0.07
44 O -1.33134 3.10878 -1.48933  -0.36
45 H -0.82027 3.18513 -0.67782  -0.14
46 C -3.70078 6.27484 -3.29892  -0.15
47 C -3.32430 5.65425 -2.11528  -0.07
48 C -3.97919 5.96026 -0.93445  0.00
49 C -5.00863 6.88757 -0.95201  -0.17
50 C -5.39161 7.52285 -2.12201  -0.02
51 C -4.73118 7.21264 -3.29860  -0.07
52 N -5.71757 7.19691 0.29312  -0.36
53 O -5.35271 6.64141 1.31232  0.05
54 O -6.63854 7.99059 0.24497  0.05
55 H -3.18131 6.02576 -4.24403  -0.04
56 H -2.51973 4.92510 -2.11265  0.06
57 H -3.68475 5.47455 -0.01600  0.11
58 H -6.19301 8.24712 -2.12334  0.11
59 H -5.02071 7.69853 -4.22099  0.10
60 Ca 2.24879 -2.47263 3.47964  1.33
61 O -0.28285 -5.48009 -4.47238  -0.05
62 H 0.11161 -4.90042 -3.81436  -0.01
63 H -1.15637 -5.10824 -4.62873  0.04
64 Cl -1.10822 6.09072 -4.69585  -0.27
65 C 2.55666 -4.48720 8.23361  -1.63
66 Br 1.43166 -4.60416 9.78111  0.62
67 Br 1.85941 -3.18144 6.96114  0.46
68 Br 4.38270 -4.10946 8.68504  0.61
69 H 2.53444 -5.44783 7.73979  -0.03
70 Cl 4.54373 -1.54710 -1.73177  -0.23

Atoms 1-3, force components in eV/Å:
C 0.473 -0.380 0.937
C 0.175 0.207 -0.546
C 0.396 -1.274 1.055

Spin multiplicity = 1
Frontier orbital gap = 0.0483 Ha

---

Looking at max |F| for the records above, in order, we have 0.7 10.6 5.8 4.6 4.9 1.8 eV Å⁻¹.
Looking at molar mass for the records above, in order, we have 104.2 765.3 134.2 105.1 100.1 932.1 g/mol.